Entry 1:
21
Properties=species:S:1:pos:R:3:forces:R:3 method="wB97M-V/def2-TZVPD" relative_energy_kj_mol=354.1 e_homo_ev=-8.71 spin_multiplicity=1 total_charge=0 e_lumo_ev=1.2 smiles="C=CC.C=C.C=C"
C -0.961598 -1.902965 0.191511 -0.6 -0.9 -1.1
C -0.910850 -1.505710 -1.083018 0.0 -0.2 0.7
C 0.268122 -1.685067 -1.973748 0.1 0.1 -0.2
H -1.881772 -1.862225 0.753423 -0.1 0.4 0.2
H -0.202296 -2.554442 0.598865 0.4 0.2 0.1
H -1.764513 -1.005462 -1.524247 -0.1 0.1 0.1
H 1.004107 -2.352749 -1.530278 0.1 0.0 0.0
H 0.747453 -0.719990 -2.165264 0.0 -0.1 -0.1
H -0.040821 -2.098077 -2.936698 0.1 0.0 0.0
C 0.277533 1.645857 -0.441376 0.4 0.4 -2.3
C 1.578728 1.517319 -0.710470 -0.3 0.2 0.7
H -0.414549 0.845741 -0.681248 0.1 -0.1 0.9
H -0.168110 2.631928 -0.409802 0.0 0.1 0.2
H 2.072859 0.560451 -0.674182 0.0 -0.3 -0.5
H 2.235032 2.370976 -0.784811 0.1 0.2 0.2
C 0.152597 0.655315 1.899956 -0.8 -1.7 1.4
C -0.747349 1.450671 2.470914 0.2 0.0 -0.3
H -0.166844 -0.301072 1.408678 0.4 1.5 0.0
H 1.183283 0.673207 2.228568 0.1 0.2 -0.2
H -0.471688 2.221411 3.173840 0.1 0.2 0.0
H -1.789323 1.414884 2.189387 -0.2 -0.2 0.1

***

Entry 2:
21
Properties=species:S:1:pos:R:3:forces:R:3 method="wB97M-V/def2-TZVPD" relative_energy_kj_mol=520.1 e_homo_ev="-7.05 / -7.19" spin_multiplicity=1 total_charge=0 e_lumo_ev="0.5 / 0.6"
C -1.174390 1.633453 1.041124 -0.1 0.1 0.1
C -0.048476 1.115356 0.208966 0.1 0.4 0.8
C -0.187377 -0.149959 -0.434509 1.1 -0.8 -0.2
C -1.456316 -0.650972 -0.852281 -0.6 -0.5 0.1
C 1.039033 -0.634456 -1.261075 -0.2 0.3 -0.3
C 0.844365 -1.310472 0.008611 -0.3 -0.1 0.4
C 1.747027 -1.126084 1.201933 0.1 0.0 -0.1
H -0.910307 2.555640 1.566520 0.0 -0.1 -0.1
H -2.073457 1.830069 0.439710 0.1 0.0 0.1
H -1.476802 0.881061 1.793958 0.1 0.1 -0.1
H -0.905059 1.715661 -1.520437 -0.6 -0.3 -0.6
H 0.953117 1.486799 0.408743 -0.2 0.0 -0.1
H -2.364890 -0.332785 -0.352859 0.1 0.0 -0.1
H -1.506357 -1.598628 -1.382000 0.0 0.2 0.0
H -1.415134 1.188640 -1.831513 0.4 0.8 0.0
H 0.784298 -1.139679 -2.186699 0.1 0.0 0.1
H 1.835382 0.100714 -1.334938 -0.1 -0.1 0.0
H 0.364806 -2.283312 -0.031369 0.1 0.1 0.0
H 1.180888 -1.164609 2.137335 0.1 0.0 -0.1
H 2.286687 -0.177213 1.163253 -0.1 -0.1 0.0
H 2.482962 -1.939225 1.217526 -0.1 0.1 0.0

***

Entry 3:
21
Properties=species:S:1:pos:R:3:forces:R:3 method="wB97M-V/def2-TZVPD" relative_energy_kj_mol=386.6 e_homo_ev="-8.61 / -8.63" spin_multiplicity=1 total_charge=0 e_lumo_ev="-0.3 / -0.3"
C 0.373805 1.652599 -1.363710 0.0 0.1 0.0
C 0.032827 0.173613 -1.150892 0.3 0.1 -0.1
C 1.005342 -0.707630 -1.853275 -0.5 -0.1 0.2
C 1.256251 -0.412300 1.021108 0.1 0.0 0.0
C -0.123398 -0.261123 0.358952 0.0 -0.1 0.1
C -0.918917 0.799423 1.129500 0.0 0.1 0.0
C -0.881425 -1.592649 0.457515 0.0 -0.1 0.0
H -0.427426 2.320334 -1.030504 0.1 -0.1 0.0
H 0.539551 1.827713 -2.431141 0.0 0.0 0.2
H 1.299269 1.928752 -0.845188 -0.1 -0.1 -0.1
H -0.956638 -0.029831 -1.608976 0.1 0.0 0.0
H 0.584947 -1.736041 -1.782728 0.2 0.2 0.0
H 1.870130 -1.175038 0.524120 -0.1 0.1 0.0
H 1.136639 -0.712157 2.069381 0.0 0.0 -0.1
H 1.815884 0.529806 1.008573 -0.1 -0.1 0.0
H -1.054023 0.472705 2.168168 0.0 0.0 -0.2
H -1.912577 0.957311 0.692113 0.1 0.0 0.0
H -0.398979 1.762115 1.153474 -0.1 -0.1 0.0
H -0.336825 -2.421227 -0.006437 -0.1 0.1 0.1
H -1.038056 -1.854611 1.510542 0.0 0.1 -0.1
H -1.866381 -1.521765 -0.020594 0.1 0.0 0.1

***

Entry 4:
21
Properties=species:S:1:pos:R:3:forces:R:3 method="wB97M-V/def2-TZVPD" relative_energy_kj_mol=242.9 e_homo_ev=-8.62 spin_multiplicity=1 total_charge=0 e_lumo_ev=1.1 smiles="C=CCCCCC"
C -3.649343 -0.379944 0.780951 0.8 0.0 -1.0
C -2.661427 -0.094731 -0.101849 -0.1 0.2 0.5
C -1.386345 0.645819 0.319063 -0.6 -2.0 0.4
C -0.072183 0.174621 -0.329469 -0.5 -0.9 -0.5
C 1.145408 0.647557 0.459221 -0.4 -1.2 0.2
C 2.487413 0.378103 -0.244674 -1.2 2.0 -0.9
C 2.639840 -1.070341 -0.723262 -0.9 0.7 1.4
H -3.361978 -0.821746 1.728624 -0.3 1.2 0.7
H -4.685825 -0.202365 0.495630 0.0 -1.3 -0.1
H -2.823890 -0.331478 -1.156079 -0.2 1.2 -0.1
H -1.341210 0.532204 1.419064 0.2 0.0 -0.3
H -1.665176 1.704185 0.178420 0.6 -0.2 -0.3
H -0.075688 0.427079 -1.394173 0.4 1.1 0.0
H -0.044070 -0.918093 -0.525094 -0.4 0.2 1.1
H 0.816187 1.636504 0.789950 1.2 0.5 -0.3
H 1.282723 0.099150 1.397088 -0.8 -0.3 0.2
H 2.375786 1.000550 -1.148675 0.9 0.1 0.1
H 3.229516 0.825918 0.420088 0.5 -0.5 -0.4
H 1.890338 -1.204491 -1.498821 0.7 -0.2 -0.7
H 3.669327 -1.344379 -0.925735 -0.1 -0.1 -0.5
H 2.230597 -1.704122 0.059734 0.4 -0.4 0.4

***

Entry 5:
51
Properties=species:S:1:pos:R:3:forces:R:3 method="wB97M-V/def2-TZVPD" relative_energy_kj_mol=0.0 e_homo_ev=-11.18 spin_multiplicity=1 total_charge=+1 e_lumo_ev=-8.9
O 4.757649 -0.361287 -1.453398 0.8 -0.3 -0.4
O 3.383238 -0.674353 -1.608929 -0.7 0.8 0.5
C 2.732507 0.508802 -2.059498 0.4 -0.3 -1.1
B 1.174493 0.391746 -2.255761 -1.0 0.1 -1.3
O 0.530897 1.505336 -2.927538 0.9 -0.8 3.1
B -0.416364 1.925737 -1.971686 -0.7 -0.4 -2.5
O -1.508561 1.049902 -1.826569 2.3 0.5 -0.4
B -0.867035 -0.152830 -1.349224 -1.4 0.8 -1.9
S -1.934329 -0.679360 -0.044029 -1.8 -4.0 1.0
O 0.343297 -0.658256 -1.769327 0.1 1.9 0.5
H 4.811831 0.522355 -1.064764 -1.1 -1.2 -0.1
H 2.897862 1.367473 -1.360244 -0.1 -0.3 -0.3
H 3.171240 0.797594 -3.045274 -0.3 0.0 0.5
H -0.259446 2.942576 -1.331006 -0.4 0.1 -0.3
H -3.077072 0.005826 -0.309426 0.6 -0.1 -0.3
Be 2.381959 1.310461 1.054006 -0.3 0.4 0.4
Cl -1.011143 1.404675 0.792778 2.4 0.6 1.8
C -1.669415 -5.115827 4.935694 -0.2 -0.2 0.3
O -0.552775 -4.958712 4.048019 -0.2 0.5 -0.3
C -0.373342 -3.726203 3.603576 0.8 -1.2 -0.8
O -1.066748 -2.752174 3.866506 0.3 0.2 0.2
O 0.662775 -3.729818 2.745627 -1.0 0.0 -0.6
C 0.938548 -2.464012 2.150941 0.1 0.0 -0.3
H -1.702034 -6.162770 5.222903 0.2 0.0 -0.1
H -1.534578 -4.507717 5.829073 0.0 0.1 -0.1
H -2.599799 -4.858059 4.432666 0.1 0.1 0.0
H 1.203227 -1.728136 2.908482 -0.1 0.1 0.1
H 0.081505 -2.121843 1.570633 -0.1 0.1 0.1
H 1.786573 -2.592133 1.481535 0.0 -0.3 0.1
C 4.383166 5.919999 1.313859 0.5 0.6 0.4
F 5.268847 6.298908 0.375977 -0.2 -0.3 -0.1
F 5.026411 5.058522 2.132751 -0.1 -0.2 -0.2
F 4.080757 6.996698 2.031466 -0.2 -0.3 -0.2
S 2.886921 5.151968 0.565544 -1.5 0.8 0.1
O 3.430236 3.994286 -0.164971 0.8 -1.1 -0.2
O 2.329399 6.169666 -0.286634 0.6 -0.3 0.1
O 2.054646 4.776210 1.687590 0.5 -0.4 -0.1
Cl 1.304378 -2.933372 5.207342 0.1 0.7 1.1
Be -1.861776 2.966940 0.202032 0.4 -0.2 0.9
C -4.671890 -3.075004 -0.706755 0.0 -0.1 0.0
Cl -6.039696 -2.364957 0.150496 0.0 0.0 0.1
Cl -4.395822 -2.274586 -2.264635 0.1 0.0 0.1
H -3.782027 -2.968366 -0.094569 0.0 0.1 0.0
H -4.874033 -4.125471 -0.886826 -0.1 0.1 -0.1
F -2.342281 3.460825 1.371591 -1.2 1.8 -0.2
C -4.060604 -0.428183 -6.145795 -0.2 0.0 -0.1
Cl -4.579532 0.921769 -7.148881 0.1 0.0 0.0
Cl -3.236876 0.162996 -4.687328 0.1 0.0 0.0
Cl -5.428756 -1.450362 -5.712403 0.1 0.0 0.0
H -3.355586 -1.023561 -6.713251 0.0 0.0 0.1
K 5.579134 2.276104 -0.492372 0.3 1.7 0.5

***

Entry 6:
23
Properties=species:S:1:pos:R:3:forces:R:3 method="wB97M-V/def2-TZVPD" e_homo_ev=-9.48 spin_multiplicity=1 total_charge=0 e_lumo_ev=0.7
Br 1.407073 1.707842 -3.310174 0.0 0.0 0.1
H 1.681264 1.570148 -1.905838 0.0 0.1 -0.2
Br 1.657868 1.519413 0.566507 0.7 0.2 -0.6
C 0.429938 -2.421083 -0.801301 -0.2 -0.2 0.1
C 1.120777 -1.067476 -0.584591 0.5 0.2 -0.1
C 0.398959 0.016463 0.264980 -0.5 -1.0 0.4
C -0.907257 0.478840 -0.384646 -0.2 0.4 -0.3
C -1.287300 1.940983 -0.098681 -0.2 -0.2 -0.2
C 0.204493 -0.308080 1.746056 -0.2 -0.4 0.3
C -0.819878 0.094754 2.506842 0.3 -0.3 -0.3
H 1.130136 -3.062237 -1.358086 -0.2 0.2 0.1
H 0.204322 -2.946241 0.132832 0.0 0.2 0.0
H -0.497247 -2.391532 -1.392734 0.2 0.3 0.2
H 2.112325 -1.272033 -0.141025 -0.4 0.2 -0.1
H 1.316088 -0.650156 -1.590949 -0.1 0.0 0.5
H -0.909274 0.312567 -1.482076 0.2 0.0 0.6
H -1.661832 -0.191119 0.044694 -0.1 0.1 -0.3
H -2.198833 2.213202 -0.638694 0.0 -0.1 0.0
H -1.474867 2.087733 0.971917 0.2 0.2 -0.4
H -0.488563 2.606961 -0.447706 -0.4 -0.1 0.2
H 1.051418 -0.807928 2.235672 -0.1 0.5 -0.2
H -0.711056 0.132720 3.592164 -0.3 -0.5 -0.3
H -1.758552 0.436260 2.074838 0.3 0.2 0.2